ORCA calculation (ωB97M-V/def2-TZVPD) on a cluster of 16 separate species, C42H121N5O21 in total.

ORCA input file:
```
! wB97M-V def2-TZVPD RIJCOSX def2/J DEFGRID3
* xyz 0 1
C -20.91 -12.09 -6.78
C -20.40 -12.14 -8.25
O -19.05 -12.51 -8.44
O -20.91 -13.40 -6.28
H -21.96 -11.80 -6.67
H -20.37 -11.41 -6.13
H -20.56 -11.13 -8.61
H -21.05 -12.89 -8.70
H -19.11 -13.44 -8.65
H -20.02 -13.75 -6.40
C -17.89 -13.11 2.06
C -17.57 -11.63 1.56
O -16.39 -11.15 2.04
O -18.20 -13.07 3.43
H -17.03 -13.70 1.73
H -18.77 -13.45 1.52
H -18.38 -10.93 1.79
H -17.52 -11.64 0.47
H -16.24 -10.28 1.67
H -17.36 -13.11 3.90
C -17.29 -11.74 -5.72
C -17.62 -10.22 -5.52
O -16.69 -9.26 -5.82
O -16.78 -11.79 -7.06
H -18.19 -12.30 -5.45
H -16.47 -12.01 -5.05
H -17.96 -10.05 -4.50
H -18.43 -10.01 -6.23
H -16.00 -9.70 -6.33
H -17.58 -12.03 -7.54
C -14.47 -14.10 -1.39
C -14.72 -15.42 -0.60
O -15.75 -16.22 -1.20
O -15.42 -13.14 -1.00
H -14.39 -14.32 -2.46
H -13.49 -13.78 -1.02
H -15.06 -15.29 0.42
H -13.80 -16.01 -0.63
H -15.92 -16.92 -0.57
H -15.14 -12.99 -0.09
C -17.17 -18.32 1.72
C -16.99 -19.85 1.97
O -15.94 -20.27 2.81
O -16.05 -17.86 0.94
H -17.10 -17.75 2.65
H -18.12 -18.11 1.23
H -16.65 -20.22 1.00
H -17.94 -20.31 2.27
H -16.16 -20.13 3.74
H -15.27 -17.96 1.50
C -27.81 -19.80 2.95
C -26.38 -19.60 2.53
C -26.37 -18.53 1.42
O -25.03 -18.05 1.20
C -25.08 -16.87 0.35
N -25.61 -19.08 3.61
H -28.49 -20.20 2.20
H -28.27 -18.86 3.28
H -28.03 -20.44 3.81
H -25.96 -20.56 2.23
H -26.99 -17.67 1.68
H -26.78 -18.97 0.51
H -25.59 -16.05 0.85
H -25.61 -17.02 -0.59
H -24.04 -16.63 0.10
H -26.14 -18.29 3.95
H -24.82 -18.66 3.14
C -19.77 -13.95 -2.89
C -18.80 -14.70 -1.93
C -19.26 -16.22 -1.87
O -20.57 -16.45 -1.38
C -20.63 -16.30 0.03
N -17.53 -14.59 -2.57
H -19.78 -14.40 -3.89
H -19.54 -12.88 -2.92
H -20.83 -13.98 -2.63
H -18.76 -14.26 -0.93
H -18.57 -16.75 -1.22
H -19.31 -16.60 -2.89
H -20.15 -17.14 0.55
H -21.69 -16.46 0.24
H -20.30 -15.32 0.36
H -16.92 -15.16 -2.00
H -17.23 -13.64 -2.38
C -19.86 -16.93 -6.22
C -18.98 -16.33 -7.30
C -19.89 -15.85 -8.44
O -19.09 -15.26 -9.45
C -19.90 -14.82 -10.50
N -18.26 -15.21 -6.72
H -20.44 -17.79 -6.54
H -20.48 -16.20 -5.69
H -19.15 -17.24 -5.45
H -18.31 -17.13 -7.60
H -20.64 -15.13 -8.10
H -20.41 -16.75 -8.78
H -20.73 -14.15 -10.25
H -20.32 -15.71 -10.98
H -19.23 -14.31 -11.20
H -17.49 -14.96 -7.32
H -17.81 -15.62 -5.91
C -18.75 -16.89 5.61
C -19.55 -18.02 6.21
C -20.07 -19.00 5.10
O -20.91 -18.30 4.17
C -21.06 -18.93 2.92
N -18.71 -18.72 7.14
H -19.38 -16.18 5.09
H -18.01 -17.27 4.91
H -18.17 -16.29 6.32
H -20.36 -17.54 6.76
H -20.79 -19.70 5.53
H -19.22 -19.53 4.68
H -21.77 -18.22 2.48
H -21.41 -19.96 2.93
H -20.12 -18.89 2.37
H -18.41 -18.06 7.83
H -19.26 -19.42 7.62
C -23.56 -9.21 0.53
C -23.16 -10.34 1.54
C -23.76 -11.67 1.08
O -23.08 -12.12 -0.11
C -23.33 -13.55 -0.25
N -21.73 -10.45 1.42
H -23.31 -8.19 0.80
H -24.61 -9.26 0.24
H -23.14 -9.43 -0.45
H -23.52 -10.03 2.52
H -24.82 -11.52 0.89
H -23.70 -12.41 1.88
H -23.08 -14.20 0.58
H -22.79 -13.96 -1.11
H -24.38 -13.71 -0.48
H -21.28 -11.14 2.01
H -21.76 -11.06 0.62
C -21.06 -10.41 -3.17
C -20.83 -9.06 -2.49
O -20.42 -8.13 -3.44
H -20.09 -10.72 -3.57
H -21.84 -10.28 -3.92
H -21.32 -11.27 -2.55
H -20.08 -9.12 -1.70
H -21.81 -8.78 -2.10
H -20.44 -7.31 -2.95
C -20.29 -20.48 -2.25
C -19.26 -20.00 -1.22
O -19.23 -20.85 -0.07
H -20.33 -21.51 -2.58
H -20.29 -19.78 -3.09
H -21.28 -20.36 -1.80
H -19.48 -18.97 -0.96
H -18.26 -20.10 -1.63
H -20.13 -20.97 0.26
C -23.58 -16.26 -3.20
C -22.83 -17.41 -3.96
O -23.40 -18.64 -3.58
H -23.49 -16.28 -2.12
H -24.63 -16.25 -3.47
H -23.22 -15.29 -3.56
H -21.76 -17.40 -3.75
H -22.77 -17.35 -5.05
H -23.22 -19.19 -4.34
C -24.03 -20.61 -0.78
C -23.15 -20.26 0.42
O -22.03 -21.12 0.39
H -23.54 -20.78 -1.74
H -24.80 -19.85 -0.93
H -24.51 -21.57 -0.58
H -23.78 -20.28 1.31
H -22.84 -19.22 0.29
H -22.21 -21.85 1.00
C -23.50 -15.89 3.41
C -22.25 -15.09 3.52
O -22.49 -13.93 4.25
H -23.32 -16.76 2.77
H -24.22 -15.24 2.92
H -23.95 -16.22 4.34
H -21.85 -14.76 2.56
H -21.53 -15.68 4.08
H -21.87 -13.22 4.04
C -15.03 -18.27 -4.94
C -15.75 -17.46 -3.87
O -16.88 -16.81 -4.34
H -15.38 -19.29 -4.85
H -13.97 -18.40 -4.73
H -15.18 -17.88 -5.95
H -15.02 -16.83 -3.37
H -16.17 -18.18 -3.17
H -17.11 -16.23 -3.61
*
```

Summary:
**HOMO energy**: -9.099 eV
**LUMO energy**: 0.2329 eV
**Gap between HOMO and LUMO**: 9.33 eV



ORCA calculation (ωB97M-V/def2-TZVPD) on a cluster of 15 separate species, C42H121N7O22 in total.

ORCA input file:
```
! wB97M-V def2-TZVPD RIJCOSX def2/J DEFGRID3
* xyz 0 1
C 1.60 2.17 0.00
O 1.23 1.32 -1.14
C 2.28 1.23 -2.15
C 1.97 0.15 -3.17
N 2.02 -1.19 -2.58
C 1.35 -2.24 -3.31
C 1.87 -3.62 -2.83
O 2.32 -4.43 -3.99
C 2.68 -5.82 -3.70
H 1.78 3.22 -0.24
H 2.52 1.81 0.45
H 0.85 2.16 0.79
H 3.25 0.97 -1.72
H 2.37 2.21 -2.62
H 2.57 0.32 -4.06
H 0.95 0.31 -3.53
H 1.91 -1.14 -1.58
H 1.55 -2.04 -4.37
H 0.28 -2.27 -3.09
H 1.12 -4.12 -2.22
H 2.73 -3.44 -2.18
H 3.51 -5.83 -2.99
H 3.02 -6.42 -4.55
H 1.86 -6.35 -3.21
C -6.47 5.09 4.39
O -6.50 4.07 3.34
C -5.75 4.43 2.17
C -6.33 3.53 1.00
N -5.98 2.13 1.21
C -6.29 1.20 0.17
C -5.89 -0.27 0.54
O -6.88 -0.82 1.47
C -6.42 -2.06 2.07
H -7.10 5.96 4.22
H -5.49 5.42 4.73
H -6.87 4.60 5.27
H -4.67 4.35 2.25
H -5.93 5.40 1.72
H -5.94 3.93 0.06
H -7.41 3.59 1.06
H -6.48 1.75 2.00
H -5.80 1.51 -0.76
H -7.35 1.36 -0.01
H -4.89 -0.35 0.97
H -5.92 -0.92 -0.33
H -6.30 -2.89 1.37
H -7.24 -2.37 2.73
H -5.54 -1.90 2.69
C 1.68 3.39 -5.37
O 0.65 2.58 -4.80
C -0.70 3.09 -5.01
C -1.83 2.33 -4.36
N -1.74 2.50 -2.90
C -2.56 1.58 -2.15
C -2.27 0.06 -2.52
O -3.05 -0.53 -3.61
C -2.66 -1.88 -3.85
H 1.59 4.45 -5.14
H 1.59 3.31 -6.46
H 2.63 2.98 -5.03
H -0.91 3.20 -6.08
H -0.75 4.15 -4.78
H -1.76 1.26 -4.59
H -2.78 2.71 -4.72
H -0.79 2.27 -2.66
H -3.60 1.73 -2.41
H -2.26 1.79 -1.12
H -2.60 -0.59 -1.71
H -1.20 -0.10 -2.54
H -3.35 -2.36 -4.54
H -2.67 -2.41 -2.90
H -1.65 -1.92 -4.26
C 1.26 -5.76 2.58
O 2.64 -5.55 2.04
C 2.60 -5.56 0.58
C 3.99 -5.06 0.05
N 4.13 -3.59 0.16
C 5.38 -3.14 -0.58
C 6.73 -3.50 0.07
O 6.79 -3.31 1.48
C 8.10 -3.63 1.96
H 1.18 -5.74 3.67
H 0.83 -6.70 2.24
H 0.68 -4.92 2.21
H 1.79 -4.86 0.38
H 2.50 -6.59 0.25
H 4.03 -5.37 -0.99
H 4.71 -5.61 0.66
H 4.29 -3.39 1.13
H 5.31 -2.05 -0.66
H 5.50 -3.40 -1.63
H 7.47 -2.84 -0.39
H 7.11 -4.50 -0.17
H 8.39 -4.66 1.76
H 8.11 -3.50 3.04
H 8.89 -3.02 1.54
C -1.79 -4.12 -1.02
O -1.83 -4.67 0.30
C -2.53 -3.83 1.27
C -2.30 -4.35 2.71
N -3.31 -5.27 3.23
C -3.16 -6.59 2.51
C -4.20 -7.63 3.03
O -3.75 -8.21 4.25
C -4.76 -8.95 4.89
H -1.21 -3.20 -1.11
H -2.83 -3.93 -1.32
H -1.33 -4.76 -1.77
H -3.59 -3.70 1.04
H -2.04 -2.86 1.26
H -2.30 -3.52 3.43
H -1.36 -4.87 2.89
H -2.95 -5.48 4.15
H -2.15 -6.95 2.69
H -3.17 -6.44 1.43
H -4.31 -8.40 2.27
H -5.12 -7.10 3.25
H -5.53 -8.22 5.14
H -4.56 -9.37 5.88
H -5.18 -9.70 4.22
C 0.99 -2.37 6.48
O 1.49 -2.15 5.17
C 2.74 -2.88 4.81
C 3.07 -2.61 3.32
N 3.68 -1.30 3.09
C 5.05 -1.26 3.61
C 5.77 -0.07 2.82
O 5.33 1.22 3.30
C 6.09 2.33 2.96
H 0.09 -1.78 6.65
H 1.76 -1.93 7.11
H 0.86 -3.44 6.61
H 2.54 -3.95 4.85
H 3.45 -2.59 5.59
H 2.14 -2.66 2.76
H 3.70 -3.45 3.01
H 3.08 -0.71 3.65
H 5.70 -2.09 3.34
H 5.01 -1.15 4.70
H 5.45 -0.16 1.78
H 6.85 -0.20 2.90
H 5.98 2.41 1.88
H 7.15 2.20 3.13
H 5.68 3.22 3.45
C 1.04 5.57 -1.99
O 0.44 6.76 -2.39
C -0.94 6.58 -2.71
C -1.69 7.94 -2.83
N -1.14 8.69 -3.98
C -1.55 10.07 -4.06
C -0.76 11.07 -4.96
O 0.62 10.77 -4.91
C 1.44 11.62 -5.73
H 2.08 5.76 -1.70
H 1.09 4.89 -2.84
H 0.59 4.97 -1.20
H -1.44 5.94 -1.99
H -1.00 6.03 -3.65
H -1.60 8.36 -1.83
H -2.75 7.68 -2.86
H -0.13 8.67 -3.91
H -1.39 10.49 -3.06
H -2.61 10.13 -4.30
H -1.04 12.10 -4.79
H -1.06 10.80 -5.98
H 2.42 11.14 -5.61
H 1.50 12.63 -5.30
H 1.25 11.66 -6.80
O -0.21 -0.44 0.51
H -0.03 0.28 -0.09
H 0.56 -1.00 0.45
O 2.41 -1.50 0.09
H 2.61 -1.16 0.96
H 2.90 -2.32 0.04
O 2.73 2.34 3.10
H 2.13 1.72 3.52
H 3.60 2.06 3.38
O -3.36 2.13 1.68
H -2.97 2.78 1.10
H -4.28 2.10 1.43
O -1.66 0.38 2.80
H -2.31 0.97 2.42
H -1.12 0.11 2.07
O 1.26 0.32 4.25
H 0.35 0.55 4.03
H 1.20 -0.54 4.66
O -2.87 4.06 -0.38
H -3.46 4.73 -0.74
H -2.30 3.82 -1.12
O 4.85 -1.89 -3.39
H 3.96 -2.01 -3.04
H 4.73 -1.34 -4.16
*
```

Summary:
**HOMO energy**: -8.354 eV
**Energy relative to the best compared isomer or geometry (same formula, charge and spin)**: 2.25 kcal/mol
**LUMO energy**: 0.5575 eV
**Gap between HOMO and LUMO**: 8.91 eV



ORCA calculation (ωB97M-V/def2-TZVPD) on a structure of composition C42H27AsBrF4N5NaO6PS.

ORCA input file:
```
! wB97M-V def2-TZVPD RIJCOSX def2/J DEFGRID3
* xyz -2 1
Na -0.69 0.94 -0.29
C -1.93 -2.90 -0.23
C -2.82 -2.68 -1.28
C -3.57 -1.53 -1.30
C -3.38 -0.57 -0.29
N -2.51 -0.76 0.70
C -1.83 -1.91 0.73
N -4.20 0.55 -0.34
C -3.84 1.76 -0.09
N -2.63 2.30 0.22
C -2.77 3.64 0.32
N -1.90 4.59 0.56
C -0.57 4.38 0.82
C 0.25 5.53 0.76
C 1.58 5.45 1.07
C 2.11 4.22 1.46
C 1.25 3.14 1.48
N -0.04 3.19 1.16
C -4.20 4.03 0.09
C -4.85 5.25 0.08
C -6.21 5.25 -0.21
C -6.88 4.06 -0.49
C -6.22 2.84 -0.48
C -4.87 2.85 -0.19
H -1.31 -3.78 -0.17
H -2.91 -3.41 -2.08
H -4.25 -1.29 -2.11
H -1.13 -2.02 1.55
H -0.22 6.46 0.46
H 2.21 6.33 1.02
H 3.16 4.09 1.71
H 1.63 2.16 1.77
H -4.30 6.16 0.29
H -6.76 6.19 -0.22
H -7.94 4.10 -0.72
H -6.72 1.91 -0.71
F 1.60 -1.88 7.45
C 1.64 -1.68 6.12
C 2.52 -2.40 5.34
F 3.35 -3.28 5.92
C 2.56 -2.18 3.98
F 3.47 -2.91 3.31
C 1.73 -1.28 3.33
P 1.58 -0.99 1.45
C 1.87 -2.71 0.87
C 1.12 -3.76 1.41
C 1.23 -5.04 0.90
C 2.07 -5.30 -0.17
C 2.81 -4.26 -0.72
C 2.71 -2.97 -0.21
C 3.20 -0.16 1.12
C 3.20 0.92 0.24
C 4.37 1.60 -0.07
C 5.57 1.22 0.50
C 5.59 0.15 1.39
C 4.42 -0.53 1.69
C 0.83 -0.57 4.15
Br -0.40 0.68 3.47
C 0.80 -0.77 5.52
F -0.04 -0.10 6.32
H 0.45 -3.57 2.24
H 0.64 -5.84 1.33
H 2.15 -6.30 -0.58
H 3.45 -4.44 -1.58
H 3.25 -2.16 -0.68
H 2.28 1.23 -0.25
H 4.32 2.42 -0.78
H 6.49 1.74 0.26
H 6.52 -0.17 1.85
H 4.47 -1.38 2.37
O 2.96 -0.99 -2.92
As 1.39 -0.21 -2.51
O 1.70 1.38 -2.74
O 0.98 -0.67 -0.96
C 0.26 -1.29 -3.68
C 0.78 -2.56 -3.97
C 0.05 -3.50 -4.67
C -1.23 -3.19 -5.11
C -1.76 -1.94 -4.83
C -1.03 -0.99 -4.12
S -1.86 0.58 -3.75
O -1.40 1.51 -4.77
O -3.27 0.27 -3.84
O -1.37 0.87 -2.40
H 3.55 -0.23 -3.02
H 1.78 -2.81 -3.63
H 0.48 -4.47 -4.86
H -1.82 -3.91 -5.66
H -2.77 -1.67 -5.13
*
```

Summary:
**HOMO energy**: -2.629 eV
**Energy relative to the best compared isomer or geometry (same formula, charge and spin)**: 0.00 kcal/mol
**LUMO energy**: 3.6741 eV
**Gap between HOMO and LUMO**: 6.30 eV



| no. | E (eV) |
| --- | --- |
| 1 | -95955.2861 |
| 2 | -100981.3053 |
| 3 | -230024.0950 |